Formula: C4H10NS
Source: the Open Molecules 2025 dataset
Level of theory: ωB97M-V with the def2-TZVPD basis set

Positions of all 16 atoms, in Å:
C1 -0.571 -1.986 -1.006
N1 -0.449 -0.637 -1.612
C2 0.414 0.243 -0.725
C3 -0.384 0.963 0.488
C4 0.708 1.191 1.630
S1 0.221 2.350 3.120
H1 0.434 -2.474 -1.091
H2 -1.345 -2.687 -1.412
H3 -0.449 -1.860 0.083
H4 -1.364 -0.343 -1.805
H5 0.647 0.997 -1.627
H6 1.401 -0.071 -0.349
H7 -1.221 0.205 0.738
H8 -0.722 2.025 0.356
H9 1.608 1.769 1.262
H10 1.074 0.316 1.951

Calculated values
Charge   -1
Energy   -611.287899 Eh
Largest force on an atom   0.1045 Eh/bohr
Energy relative to the best compared isomer or geometry (same formula, charge and spin)   204.6 kJ/mol
Orbital gap   0.2145 hartree

---

Formula: C3H7NOS
Source: the Open Molecules 2025 dataset
Level of theory: ωB97M-V with the def2-TZVPD basis set

Positions of all 13 atoms, in Å:
O1 -2.212 -1.518 -0.098
C1 -2.029 -0.370 -0.370
N1 -1.182 0.489 0.355
C2 0.273 0.663 0.413
C3 0.939 -0.564 -0.191
S1 2.702 -0.667 0.292
H1 -2.567 0.091 -1.213
H2 -1.670 1.221 0.845
H3 0.531 0.701 1.461
H4 0.575 1.552 -0.145
H5 0.930 -0.533 -1.269
H6 0.515 -1.418 0.339
H7 3.196 0.353 -0.419

Calculated values
Energy   -646.649896 Eh
Largest force on an atom   0.0326 Eh/bohr
Energy relative to the best compared isomer or geometry (same formula, charge and spin)   163.0 kJ/mol
Orbital gap   0.3637 hartree

---

Formula: C3H12N3O
Source: the Open Molecules 2025 dataset
Level of theory: ωB97M-V with the def2-TZVPD basis set

Positions of all 19 atoms, in Å:
N1 -1.564 -0.999 -1.505
C1 -0.256 -0.618 -2.042
N2 0.161 0.755 -1.787
H1 -1.595 -0.595 -0.557
H2 -2.281 -0.494 -2.019
H3 0.483 -1.298 -1.603
H4 -0.245 -0.801 -3.117
H5 -0.174 1.392 -2.494
H6 -0.242 1.024 -0.873
C2 -0.165 0.832 1.536
O1 -1.218 0.685 0.685
C3 0.709 -0.451 1.648
N3 2.148 -0.162 1.624
H7 0.544 1.625 1.224
H8 -0.489 1.115 2.560
H9 0.449 -1.002 2.549
H10 0.359 -1.074 0.814
H11 2.702 -0.997 1.808
H12 2.392 0.165 0.697

Calculated values
Charge   -1
Energy   -360.998889 Eh
Largest force on an atom   0.0112 Eh/bohr
Energy relative to the best compared isomer or geometry (same formula, charge and spin)   17.6 kJ/mol
Orbital gap   0.2703 hartree

---

Formula: C10H20O20S5
Source: the Open Molecules 2025 dataset
Level of theory: ωB97M-V with the def2-TZVPD basis set

Positions of all 55 atoms, in Å:
O1 -1.548 -3.684 1.546
S1 -0.699 -2.690 0.922
O2 -0.148 -2.979 -0.372
O3 -1.556 -1.287 0.870
C1 -0.880 -0.219 1.462
C2 0.519 -0.688 1.898
O4 0.491 -2.124 2.060
H1 -0.700 0.508 0.669
H2 -1.363 0.226 2.331
H3 0.876 -0.262 2.835
H4 1.295 -0.503 1.155
O5 -4.804 -7.919 -0.849
S2 -3.355 -7.545 -0.701
O6 -2.672 -7.916 0.516
O7 -2.491 -7.843 -2.030
C3 -1.332 -7.034 -1.975
C4 -1.853 -5.667 -1.439
O8 -3.187 -5.903 -0.935
H5 -0.650 -7.482 -1.252
H6 -1.080 -6.862 -3.022
H7 -1.811 -4.847 -2.156
H8 -1.302 -5.470 -0.519
O9 -0.912 1.925 -1.438
S3 -1.989 1.367 -2.314
O10 -2.121 -0.095 -2.315
O11 -3.537 1.927 -1.912
C5 -4.345 2.037 -3.065
C6 -3.308 2.446 -4.189
O12 -2.000 1.963 -3.852
H9 -4.797 1.077 -3.314
H10 -5.098 2.810 -2.906
H11 -3.158 3.512 -4.356
H12 -3.818 1.995 -5.040
O13 2.970 1.162 0.208
S4 4.267 1.518 0.796
O14 4.806 0.757 1.921
O15 5.426 1.921 -0.286
C7 6.248 2.972 0.144
C8 5.147 3.847 0.744
O16 4.207 2.992 1.414
H13 6.904 2.690 0.967
H14 6.866 3.408 -0.641
H15 4.769 4.574 0.026
H16 5.738 4.502 1.385
O17 -1.727 2.541 1.629
S5 -0.993 3.581 2.433
O18 -1.681 4.678 3.088
O19 -0.004 2.775 3.470
C9 1.362 2.997 3.220
C10 1.395 3.494 1.799
O20 0.224 4.157 1.503
H17 1.740 3.787 3.868
H18 1.877 2.037 3.242
H19 1.566 2.654 1.125
H20 2.223 4.184 1.633

Calculated values
Energy   -3888.528963 Eh
Largest force on an atom   0.0964 Eh/bohr
Energy relative to the best compared isomer or geometry (same formula, charge and spin)   357.8 kJ/mol
Orbital gap   0.3924 hartree

---

Formula: C7H7O2S
Source: the Open Molecules 2025 dataset
Level of theory: ωB97M-V with the def2-TZVPD basis set

Positions of all 17 atoms, in Å:
C1 -0.416 1.425 0.324
C2 0.883 0.788 0.345
C3 -1.597 0.722 0.311
C4 2.005 1.154 -0.258
C5 -0.643 -1.407 -0.263
C6 0.386 -2.169 -0.464
C7 -1.619 -0.701 0.269
O1 3.927 -0.424 -0.962
O2 3.005 -0.485 1.316
S1 3.540 0.397 0.220
H1 -0.451 2.487 0.393
H2 1.125 0.133 1.133
H3 -2.430 1.373 0.117
H4 0.985 -2.359 0.415
H5 0.685 -2.631 -1.339
H6 -2.495 -1.312 0.416
H7 1.903 1.897 -1.098

Calculated values
Charge   -1
Energy   -819.507474 Eh
Largest force on an atom   0.0657 Eh/bohr
Energy relative to the best compared isomer or geometry (same formula, charge and spin)   337.6 kJ/mol
Orbital gap   0.2516 hartree

---

Formula: C22H51FIN8O6
Source: the Open Molecules 2025 dataset
Level of theory: ωB97M-V with the def2-TZVPD basis set

Positions of all 89 atoms, in Å:
F1 -2.911 1.580 5.432
C1 -2.628 2.540 4.437
C2 -1.261 2.173 3.885
N1 -1.320 0.754 3.432
C3 -2.448 0.522 2.467
C4 -3.780 1.127 2.907
I1 -4.993 1.154 1.148
N2 -3.568 2.480 3.373
H1 -2.626 3.544 4.856
H2 -1.072 2.776 2.999
H3 -0.450 2.336 4.589
H4 -1.340 0.109 4.223
H5 -0.431 0.531 2.928
H6 -2.545 -0.536 2.268
H7 -2.145 0.987 1.530
H8 -4.284 0.479 3.624
H9 -4.430 2.968 3.586
C5 -0.281 -1.729 1.132
O1 0.228 -0.726 1.653
N3 -0.111 -2.110 -0.118
C6 -0.764 -3.296 -0.653
C7 0.749 -1.325 -1.006
H10 -0.946 -2.401 1.699
H11 -0.013 -4.006 -1.000
H12 -1.409 -3.021 -1.490
H13 -1.367 -3.772 0.118
H14 1.760 -1.280 -0.608
H15 0.367 -0.309 -1.083
H16 0.763 -1.774 -1.994
C8 1.190 1.699 -3.847
O2 1.133 0.527 -3.506
N4 1.961 2.635 -3.279
C9 1.967 4.008 -3.744
C10 2.819 2.254 -2.164
H17 0.583 2.089 -4.682
H18 2.967 4.291 -4.077
H19 1.661 4.681 -2.941
H20 1.277 4.122 -4.577
H21 3.511 1.473 -2.471
H22 2.220 1.858 -1.345
H23 3.374 3.125 -1.823
C11 4.668 -0.537 0.107
O3 3.810 -0.189 -0.688
N5 5.957 -0.166 0.061
C12 6.928 -0.623 1.037
C13 6.386 0.721 -1.008
H24 4.441 -1.209 0.952
H25 7.363 0.227 1.565
H26 7.728 -1.177 0.545
H27 6.445 -1.276 1.761
H28 5.834 1.661 -0.963
H29 6.197 0.263 -1.979
H30 7.449 0.922 -0.904
C14 4.176 -6.046 -2.511
O4 3.793 -7.185 -2.673
N6 3.489 -4.948 -2.890
C15 3.986 -3.605 -2.667
C16 2.205 -5.129 -3.544
H31 5.139 -5.807 -2.025
H32 3.286 -3.049 -2.040
H33 4.094 -3.087 -3.622
H34 4.954 -3.634 -2.170
H35 1.520 -5.672 -2.891
H36 2.324 -5.709 -4.459
H37 1.783 -4.155 -3.785
C17 -1.777 -1.496 -4.277
O5 -2.540 -2.232 -3.670
N7 -1.838 -1.261 -5.598
C18 -0.899 -0.380 -6.267
C19 -2.879 -1.917 -6.375
H38 -0.954 -0.955 -3.781
H39 -1.436 0.444 -6.741
H40 -0.349 -0.935 -7.029
H41 -0.191 0.021 -5.543
H42 -3.863 -1.635 -6.002
H43 -2.786 -3.000 -6.292
H44 -2.788 -1.624 -7.418
C20 -5.757 4.869 6.907
O6 -5.148 5.103 5.874
N8 -6.074 3.627 7.314
C21 -6.780 3.348 8.548
C22 -5.661 2.549 6.439
H45 -6.088 5.661 7.595
H46 -6.171 2.722 9.202
H47 -7.719 2.832 8.341
H48 -7.001 4.281 9.063
H49 -4.585 2.587 6.319
H50 -6.123 2.679 5.457
H51 -5.952 1.586 6.851

Calculated values
Charge   +1
Energy   -2155.722425 Eh
Largest force on an atom   0.0181 Eh/bohr
Orbital gap   0.3029 hartree

---

Formula: C26H41As2NO10PtSSi
Source: the Open Molecules 2025 dataset
Level of theory: ωB97M-V with the def2-TZVPD basis set

Positions of all 83 atoms, in Å:
Pt1 -1.140 -1.399 -0.456
S1 -2.856 -2.346 1.377
C1 -3.569 -2.824 -0.171
C2 -4.807 -3.318 -0.524
C3 -5.174 -3.429 -1.854
C4 -4.324 -2.879 -2.821
C5 -3.119 -2.314 -2.465
N1 -2.731 -2.355 -1.161
H1 -5.463 -3.693 0.262
H2 -6.054 -3.965 -2.176
H3 -4.502 -3.034 -3.910
H4 -2.363 -1.896 -3.117
C6 -5.007 3.185 3.329
O1 -4.181 3.167 2.150
C7 -4.568 2.206 1.194
C8 -3.995 2.703 -0.127
O2 -4.417 1.831 -1.160
C9 -4.485 2.378 -2.465
H5 -5.749 2.399 3.263
H6 -5.484 4.157 3.362
H7 -4.398 3.097 4.230
H8 -5.673 2.155 1.098
H9 -4.215 1.194 1.428
H10 -2.921 2.665 0.029
H11 -4.286 3.725 -0.369
H12 -3.872 1.787 -3.143
H13 -4.074 3.410 -2.533
H14 -5.552 2.423 -2.765
C10 0.487 -4.585 2.474
O3 0.766 -3.236 1.996
C11 1.717 -3.264 1.019
O4 2.219 -4.333 0.699
C12 1.980 -1.877 0.513
C13 3.207 -1.593 -0.242
As1 3.920 -0.255 1.146
C14 5.425 0.432 0.074
C15 2.678 1.314 0.794
C16 1.358 1.244 0.971
As2 0.543 -0.640 1.009
C17 0.410 -0.549 2.997
C18 0.587 2.359 1.547
O5 0.803 2.755 2.714
O6 -0.381 2.883 0.784
C19 -0.898 4.156 1.234
C20 3.435 2.638 0.755
O7 3.243 3.610 0.042
O8 4.326 2.606 1.796
C21 5.130 3.759 2.032
C22 4.380 -2.668 -0.223
O9 5.097 -2.880 0.754
O10 4.482 -3.221 -1.482
C23 5.300 -4.403 -1.533
H15 -0.062 -5.195 1.730
H16 -0.086 -4.540 3.431
H17 1.424 -5.103 2.673
H18 5.949 -0.407 -0.365
H19 6.049 1.039 0.725
H20 5.048 1.069 -0.747
H21 0.255 0.490 3.186
H22 1.391 -0.833 3.320
H23 -0.407 -1.224 3.273
H24 -0.171 4.623 1.908
H25 -1.880 4.092 1.727
H26 -1.098 4.760 0.344
H27 4.870 4.244 2.952
H28 5.036 4.412 1.158
H29 6.153 3.383 2.118
H30 6.099 -4.316 -0.790
H31 5.695 -4.508 -2.573
H32 4.700 -5.262 -1.241
C24 2.874 -1.008 -1.647
Si1 -0.047 -0.168 -1.962
C25 -0.129 -0.881 -3.733
C26 -0.221 1.625 -2.330
H33 3.778 -0.982 -2.239
H34 2.153 -1.692 -2.123
H35 2.517 0.038 -1.562
H36 0.794 -0.489 -4.216
H37 -0.989 -0.405 -4.238
H38 -0.178 -1.969 -3.800
H39 0.150 1.746 -3.384
H40 0.381 2.242 -1.687
H41 -1.281 1.932 -2.282

Calculated values
Charge   +2
2S+1   5
Energy   -7100.180768 Eh
Largest force on an atom   0.0783 Eh/bohr
Energy relative to the best compared isomer or geometry (same formula, charge and spin)   0.0 kJ/mol
Orbital gap (spin up / spin down)   0.1907 / 0.1273 hartree
Expectation value of S²   6.04

---

Formula: C4H10NO
Source: the Open Molecules 2025 dataset
Level of theory: ωB97M-V with the def2-TZVPD basis set

Positions of all 16 atoms, in Å:
C1 0.299 -1.198 -1.959
N1 0.531 -0.655 -0.526
C2 -0.406 0.203 0.207
C3 -0.970 -0.392 1.446
C4 0.536 1.523 0.744
O1 1.882 1.329 0.509
H1 0.402 -2.343 -2.059
H2 1.163 -0.803 -2.595
H3 -0.686 -0.883 -2.316
H4 1.342 -0.178 -0.190
H5 -1.154 0.744 -0.481
H6 -0.161 -0.323 2.133
H7 -1.761 0.192 1.890
H8 -1.377 -1.392 1.254
H9 0.169 2.412 0.172
H10 0.193 1.764 1.771

Calculated values
Charge   -1
Energy   -288.332381 Eh
Largest force on an atom   0.0679 Eh/bohr
Energy relative to the best compared isomer or geometry (same formula, charge and spin)   155.6 kJ/mol
Orbital gap   0.2491 hartree

---

Formula: C7H14
Source: the Open Molecules 2025 dataset
Level of theory: ωB97M-V with the def2-TZVPD basis set

Positions of all 21 atoms, in Å:
C1 1.981 -0.819 0.733
C2 0.858 -0.705 -0.243
C3 0.025 0.451 -0.213
C4 0.503 1.726 0.213
C5 -1.148 0.473 -1.235
C6 -1.534 0.209 0.139
C7 -2.023 -1.131 0.628
H1 2.484 -1.789 0.674
H2 2.735 -0.034 0.586
H3 1.609 -0.687 1.767
H4 1.919 0.520 -1.494
H5 0.461 -1.617 -0.680
H6 1.339 1.800 0.901
H7 -0.161 2.585 0.170
H8 1.854 1.289 -1.304
H9 -1.344 1.445 -1.675
H10 -1.136 -0.360 -1.932
H11 -1.933 1.049 0.699
H12 -1.694 -1.324 1.653
H13 -1.677 -1.950 -0.006
H14 -3.119 -1.130 0.619

Calculated values
Energy   -274.918439 Eh
Largest force on an atom   0.0271 Eh/bohr
Energy relative to the best compared isomer or geometry (same formula, charge and spin)   519.3 kJ/mol
Orbital gap (spin up / spin down)   0.2784 / 0.2873 hartree

---

Formula: C3H10N2
Source: the Open Molecules 2025 dataset
Level of theory: ωB97M-V with the def2-TZVPD basis set

Positions of all 15 atoms, in Å:
C1 1.272 0.240 1.791
N1 2.552 0.130 2.051
H1 0.879 1.283 1.662
H2 0.606 -0.661 1.858
H3 2.802 -0.425 2.920
C2 -1.290 -0.793 -0.224
C3 -1.039 0.105 -1.456
N2 0.151 0.954 -1.385
H4 -0.501 -1.604 -0.350
H5 -2.194 -1.377 -0.412
H6 -1.241 -0.307 0.739
H7 -1.969 0.857 -1.502
H8 -1.112 -0.453 -2.349
H9 0.084 1.725 -1.972
H10 0.999 0.327 -1.370

Calculated values
Energy   -229.706167 Eh
Largest force on an atom   0.0871 Eh/bohr
Energy relative to the best compared isomer or geometry (same formula, charge and spin)   270.7 kJ/mol
Orbital gap   0.3557 hartree

---

Repeat the ninth record exactly.
Formula: C7H14
Source: the Open Molecules 2025 dataset
Level of theory: ωB97M-V with the def2-TZVPD basis set

Positions of all 21 atoms, in Å:
C1 1.981 -0.819 0.733
C2 0.858 -0.705 -0.243
C3 0.025 0.451 -0.213
C4 0.503 1.726 0.213
C5 -1.148 0.473 -1.235
C6 -1.534 0.209 0.139
C7 -2.023 -1.131 0.628
H1 2.484 -1.789 0.674
H2 2.735 -0.034 0.586
H3 1.609 -0.687 1.767
H4 1.919 0.520 -1.494
H5 0.461 -1.617 -0.680
H6 1.339 1.800 0.901
H7 -0.161 2.585 0.170
H8 1.854 1.289 -1.304
H9 -1.344 1.445 -1.675
H10 -1.136 -0.360 -1.932
H11 -1.933 1.049 0.699
H12 -1.694 -1.324 1.653
H13 -1.677 -1.950 -0.006
H14 -3.119 -1.130 0.619

Calculated values
Energy   -274.918439 Eh
Largest force on an atom   0.0271 Eh/bohr
Energy relative to the best compared isomer or geometry (same formula, charge and spin)   519.3 kJ/mol
Orbital gap (spin up / spin down)   0.2784 / 0.2873 hartree

---

Question: Number 10 is which compound?
Answer: C3H10N2

---

Question: Look up the energy of the tenth one.
Answer: -229.706167 Eh

---

Please write out number 5 again, unchanged.
Formula: C7H7O2S
Source: the Open Molecules 2025 dataset
Level of theory: ωB97M-V with the def2-TZVPD basis set

Positions of all 17 atoms, in Å:
C1 -0.416 1.425 0.324
C2 0.883 0.788 0.345
C3 -1.597 0.722 0.311
C4 2.005 1.154 -0.258
C5 -0.643 -1.407 -0.263
C6 0.386 -2.169 -0.464
C7 -1.619 -0.701 0.269
O1 3.927 -0.424 -0.962
O2 3.005 -0.485 1.316
S1 3.540 0.397 0.220
H1 -0.451 2.487 0.393
H2 1.125 0.133 1.133
H3 -2.430 1.373 0.117
H4 0.985 -2.359 0.415
H5 0.685 -2.631 -1.339
H6 -2.495 -1.312 0.416
H7 1.903 1.897 -1.098

Calculated values
Charge   -1
Energy   -819.507474 Eh
Largest force on an atom   0.0657 Eh/bohr
Energy relative to the best compared isomer or geometry (same formula, charge and spin)   337.6 kJ/mol
Orbital gap   0.2516 hartree